DFT (wB97M-V/def2-TZVPD) results for a structure of composition C40H25MoN6O6.

Properties
* Kohn-Sham gap (alpha / beta): 0.2269 / 0.2274 Ha
* energy above the lowest of the compared OMol25 structures with the same formula, charge and spin: 0.000 eV
* ⟨S²⟩: 2.02
* 2S+1: 3
* E: -2387.70687 hartree
* total charge: -1

Geometry as XYZ:
```
78
C40H25MoN6O6 | OMol25 | wB97M-V/def2-TZVPD
Mo 0.442 0.215 -0.616
O 3.050 -1.707 -3.303
C 2.404 -1.271 -2.358
N 1.097 -0.986 -2.258
C 0.195 -1.286 -3.302
C 0.448 -2.114 -4.400
C -0.586 -2.442 -5.263
C -1.870 -1.966 -5.023
C -2.113 -1.146 -3.936
C -1.079 -0.773 -3.078
N -1.291 0.018 -1.906
C -2.299 0.962 -2.100
O -2.488 1.557 -3.142
C -3.365 1.140 -1.032
C -4.128 2.303 -1.054
C -5.143 2.443 -0.128
C -5.371 1.413 0.773
C -4.574 0.284 0.697
N -3.585 0.138 -0.186
C 3.091 -1.120 -1.025
C 4.377 -1.585 -0.838
C 4.879 -1.648 0.446
C 4.057 -1.280 1.500
C 2.796 -0.797 1.224
N 2.336 -0.663 -0.024
H 1.448 -2.477 -4.571
H -0.386 -3.072 -6.122
H -2.685 -2.230 -5.686
H -3.113 -0.774 -3.756
H -3.905 3.061 -1.792
H -5.746 3.343 -0.105
H -6.148 1.481 1.524
H -4.735 -0.546 1.378
H 4.921 -1.913 -1.713
H 5.884 -2.004 0.630
H 4.381 -1.357 2.529
H 2.132 -0.509 2.020
C -2.039 3.109 1.743
C -2.350 2.356 2.880
C -1.970 1.034 2.938
C -1.279 0.461 1.860
C -0.964 1.190 0.718
C -1.360 2.534 0.689
C -0.812 -0.929 1.878
C -0.843 -1.728 3.061
C -0.298 -2.962 3.052
C 0.164 -3.517 1.830
C 0.640 -4.845 1.736
C 0.944 -5.386 0.520
C 0.728 -4.624 -0.649
C 0.294 -3.330 -0.579
C 0.067 -2.722 0.674
N -0.285 -1.379 0.750
H -2.313 4.157 1.699
H -2.880 2.810 3.707
H -2.223 0.447 3.814
H -1.112 3.148 -0.172
H -1.253 -1.309 3.968
H -0.248 -3.556 3.960
H 0.732 -5.428 2.646
H 1.312 -6.401 0.449
H 0.884 -5.071 -1.624
H 0.076 -2.784 -1.482
O 3.998 5.997 1.925
C 3.114 5.394 2.559
O 2.630 5.586 3.696
C 2.567 4.143 1.862
C 2.063 3.084 2.612
C 1.563 1.975 1.978
N 1.524 1.847 0.641
C 1.971 2.880 -0.086
C 2.514 4.017 0.480
C 1.777 2.740 -1.574
O 2.160 3.582 -2.347
O 1.136 1.641 -1.894
H 2.033 3.171 3.690
H 1.118 1.179 2.559
H 2.890 4.798 -0.167
```